A structure of composition C46H47IN12OSSeTl. Source: the OMol25 dataset; level of theory: ωB97M-V/def2-TZVPD.

The geometry in XYZ format:
```
110
Properties=species:S:1:pos:R:3:forces:R:3
Tl 0.576223 1.280422 1.256785 0.1 0.6 0.3
C -4.489777 -1.360126 -0.496294 -0.1 0.0 0.1
N -3.345143 -0.465933 -0.414105 0.2 -0.1 -0.1
C -2.167689 -0.665506 0.177875 -0.1 0.1 0.2
N -1.484943 0.468620 0.202970 0.1 -0.2 -0.2
C -2.304890 1.342492 -0.448048 0.0 0.0 0.0
N -3.438920 0.814683 -0.827759 0.0 0.1 0.0
C -4.516980 -2.383751 -1.608984 0.0 0.0 0.0
C -5.701628 -3.107312 -1.728746 0.0 0.0 0.0
C -5.810363 -4.144381 -2.637356 0.0 0.0 0.0
C -4.731620 -4.474385 -3.440265 0.0 0.0 0.0
C -3.556198 -3.739034 -3.346370 -0.1 0.0 0.0
C -3.449990 -2.682339 -2.438460 0.1 0.0 0.0
C -2.436303 -4.146972 -4.194351 0.0 0.0 0.0
N -2.266569 -5.286000 -4.769245 0.0 0.0 0.0
N -1.046106 -5.219034 -5.423545 0.0 0.0 0.0
C -0.570966 -4.047168 -5.194938 0.0 0.0 0.0
O -1.404607 -3.296521 -4.417301 0.0 -0.1 0.0
C 0.703125 -3.464059 -5.606068 0.0 0.0 0.0
C 1.731090 -4.266523 -6.090858 0.0 0.0 0.0
C 2.947224 -3.682454 -6.403750 0.0 0.0 0.0
C 3.144378 -2.318842 -6.224034 0.0 0.0 -0.1
C 2.109987 -1.512609 -5.765835 0.0 0.0 0.1
C 2.316518 -0.025634 -5.543980 0.0 -0.1 0.0
N 1.312706 0.499271 -4.637614 0.0 0.0 -0.2
C 1.206525 0.294244 -3.321994 -0.2 0.1 0.1
N -0.002683 0.620527 -2.906123 0.1 -0.1 0.3
C -0.613957 1.030484 -4.048829 0.0 0.0 0.1
N 0.138389 0.958935 -5.121064 0.1 0.0 -0.1
C 0.885657 -2.094468 -5.469642 0.1 0.0 0.1
H -5.361490 -0.712551 -0.569833 0.0 0.0 0.0
H -4.551057 -1.879906 0.462109 0.0 0.0 0.0
H -1.868656 -1.610675 0.599081 0.0 0.0 0.0
H -2.053654 2.377069 -0.611215 0.0 0.0 0.0
H -6.543596 -2.860503 -1.092429 0.0 0.0 0.0
H -6.734700 -4.699560 -2.716865 0.0 0.0 0.0
H -4.786119 -5.290572 -4.146751 0.0 0.0 0.0
H -2.533531 -2.106434 -2.386749 0.0 0.0 0.0
H 1.573435 -5.330240 -6.205327 0.0 0.0 0.0
H 3.757153 -4.295903 -6.774259 0.0 0.0 0.0
H 4.111979 -1.884037 -6.444977 0.0 0.0 0.0
H 2.223678 0.543636 -6.467956 0.0 0.0 0.0
H 3.305732 0.157451 -5.124612 0.0 0.0 0.0
H 2.011722 -0.081070 -2.707964 0.1 0.0 0.0
H -1.628921 1.390233 -4.090828 0.0 0.0 0.0
H 0.060166 -1.491079 -5.122034 0.0 0.0 0.0
I -0.217815 -1.415141 2.982977 -0.1 -0.1 0.1
C 1.413697 -0.874382 4.178718 0.0 0.0 0.0
C 1.744269 -1.788585 5.138277 0.0 0.0 0.0
C 2.786276 -1.519013 6.044421 0.0 0.0 0.0
C 3.444763 -0.330756 5.969966 0.0 0.0 0.0
C 3.111323 0.629674 4.985711 0.0 0.0 0.0
C 3.808071 1.864465 4.966335 0.0 0.0 0.0
C 3.512107 2.817366 4.045251 0.0 0.0 0.0
C 2.517058 2.557777 3.077200 0.0 0.0 0.0
C 1.824151 1.376636 3.053279 -0.1 -0.2 0.0
C 2.084301 0.371901 4.029109 0.0 0.0 0.1
H 1.199589 -2.719207 5.214443 0.0 0.0 0.0
H 3.040666 -2.251669 6.797766 0.0 0.0 0.0
H 4.236749 -0.094596 6.669433 0.0 0.0 0.0
H 4.579288 2.028679 5.708432 0.0 0.0 0.0
H 4.035883 3.764085 4.031698 0.0 0.0 0.0
H 2.314035 3.328095 2.342673 0.0 0.0 0.1
Se 0.543011 3.174593 -0.518232 0.0 -0.2 -0.2
C 1.702939 4.501525 0.245080 0.0 0.0 0.0
C 3.084560 4.353007 0.160560 0.0 0.0 0.0
C 3.919133 5.341154 0.659315 0.0 0.0 0.0
C 3.380792 6.485947 1.232829 0.0 0.0 0.0
C 2.004225 6.641656 1.301845 0.0 0.0 0.0
C 1.164078 5.651915 0.809377 0.0 0.0 0.0
H 3.500543 3.459807 -0.288371 0.0 0.0 0.0
H 4.992506 5.221012 0.591620 0.0 0.0 0.0
H 4.033960 7.258946 1.615104 0.0 0.0 0.0
H 1.579886 7.536637 1.737677 0.0 0.0 0.0
H 0.089950 5.775768 0.856731 0.0 0.0 0.0
C -0.969804 2.194066 4.415671 0.0 0.0 0.0
C -1.883132 3.019606 5.358358 0.0 0.0 0.0
N -2.930733 3.688461 4.591947 0.0 0.0 0.0
C -3.694618 2.685479 3.857521 0.0 0.0 0.0
C -2.769532 1.919758 2.873808 0.0 0.0 0.0
N -1.380810 2.389974 3.011280 0.0 -0.1 0.0
C -1.334937 3.831582 2.708975 0.0 0.0 0.0
C -2.306047 4.604267 3.639686 0.0 0.0 0.0
H -1.033815 1.126228 4.635626 0.0 0.0 0.0
H 0.072902 2.491874 4.514000 0.0 0.0 0.0
H -1.310374 3.782168 5.888125 0.0 0.0 0.0
H -2.353990 2.381156 6.107544 0.0 0.0 0.0
H -4.499591 3.190425 3.321135 0.0 0.0 0.0
H -4.152740 2.006601 4.578728 0.0 0.0 0.0
H -3.084762 2.080694 1.841946 0.0 0.0 0.0
H -2.778883 0.843891 3.067262 0.0 0.0 0.0
H -1.591252 3.966767 1.655876 0.0 0.0 0.0
H -0.301278 4.164354 2.836802 0.0 0.0 0.0
H -3.096035 5.091098 3.065356 0.0 0.0 0.0
H -1.780058 5.378663 4.200010 0.0 0.0 0.0
S 2.684153 -0.652090 0.637594 -0.2 0.1 -0.3
C 2.066963 -2.079084 -0.050850 0.2 -0.1 0.1
N 2.641058 -3.250082 0.248997 0.0 0.1 0.0
C 2.279776 -4.533705 -0.343666 0.0 0.0 0.0
C 0.821000 -4.499644 -0.761609 0.0 0.0 0.0
C 0.590393 -3.264318 -1.612397 0.0 -0.1 -0.1
N 1.018876 -2.081508 -0.877942 -0.2 0.3 -0.2
H 3.436032 -3.195423 0.864524 0.0 0.0 0.0
H 2.459688 -5.311055 0.397286 0.0 0.0 0.0
H 2.915967 -4.739781 -1.209106 0.0 0.0 0.0
H 0.181054 -4.468146 0.122890 0.0 0.0 0.0
H 0.576175 -5.396702 -1.329347 0.0 0.0 0.0
H -0.459879 -3.142850 -1.862069 -0.1 0.0 0.0
H 1.143846 -3.346193 -2.555269 0.0 0.0 0.0
H 0.679757 -1.176312 -1.189380 0.0 -0.2 0.1
```
Forces are in eV/Å.

Computed properties:
Energy relative to the best compared isomer or geometry (same formula, charge and spin) = 0.0 kJ/mol
Highest occupied orbital energy = -10.08 eV
E_tot = -157364.49738 eV
Total charge = +1
Molar mass = 1226.3 g mol⁻¹